(1)
{
  "formula": "C5H39N3O12",
  "method": "ωB97M-V/def2-TZVPD",
  "charge": 3,
  "de_lowest_kcal_mol": 16.65,
  "orbital_gap_ev": [10.52, 6.45],
  "lumo_energy_ev": [-8.7, -12.8],
  "e_tot_ev": -34827.75442,
  "multiplicity": 2,
  "homo_ha": [-0.708, -0.707],
  "molar_mass_g_mol": 333.376,
  "symbols": ["C", "C", "C", "C", "C", "N", "N", "N", "H", "H", "H", "H", "H", "H", "H", "H", "H", "H", "H", "H", "H", "H", "H", "H", "H", "O", "H", "H", "O", "H", "H", "O", "H", "H", "O", "H", "H", "O", "H", "H", "O", "H", "H", "O", "H", "H", "O", "H", "H", "O", "H", "H", "O", "H", "H", "O", "H", "H", "O"],
  "coordinates": [[-1.667, 1.658, -3.003], [-0.891, 0.890, -1.822], [-1.041, 1.566, -0.510], [-0.992, 0.455, 0.651], [0.327, 0.032, 0.820], [0.745, -1.040, 1.774], [-2.147, 0.137, 1.275], [0.678, 1.066, -2.272], [-1.948, 2.662, -2.668], [-1.164, 1.862, -3.902], [-2.473, 1.068, -3.506], [-1.292, -0.223, -1.737], [-2.012, 2.130, -0.506], [-0.303, 2.229, -0.222], [1.105, 0.593, 0.484], [1.124, -1.836, 1.199], [-0.082, -1.474, 2.184], [1.343, -0.516, 2.310], [-2.962, 0.327, 0.861], [-2.243, -0.730, 2.033], [0.883, 1.691, -3.086], [0.877, -0.035, -2.377], [1.232, 1.596, -1.553], [0.088, -1.634, -3.920], [-0.558, -0.525, -4.806], [-0.016, -0.648, -4.010], [-0.357, 4.952, 0.486], [-0.981, 3.993, 1.373], [-0.282, 4.071, 0.791], [0.976, -4.980, 1.060], [-0.281, -4.891, -0.198], [0.484, -4.496, 0.345], [2.367, 3.010, 0.327], [2.683, 3.423, -1.054], [2.486, 2.619, -0.584], [3.565, 0.189, 2.842], [2.798, 0.805, 1.642], [3.017, -0.029, 2.123], [1.344, -2.827, -2.712], [1.050, -3.777, -1.416], [0.670, -3.290, -2.202], [-4.547, 0.188, -1.008], [-4.252, -0.817, -2.211], [-4.053, -0.701, -1.256], [3.895, -0.768, -1.962], [3.300, -1.812, -1.215], [3.085, -0.942, -1.731], [3.063, 2.874, 2.623], [1.474, 2.985, 2.743], [2.219, 2.873, 2.070], [-0.680, -2.842, -0.871], [-1.999, -2.653, -0.450], [-1.194, -2.787, -0.062], [-1.573, -1.696, 4.131], [-1.764, -2.881, 3.334], [-1.455, -1.918, 3.203], [-0.261, 1.114, 4.057], [-1.341, 1.550, 4.850], [-1.139, 1.366, 3.884]],
  "mulliken_spin": [0.00, 0.00, 0.03, 0.35, 0.02, -0.02, 0.36, 0.00, 0.00, 0.00, 0.00, 0.00, -0.01, 0.00, 0.28, 0.01, -0.01, 0.01, -0.01, -0.01, 0.00, 0.00, -0.01, 0.00, 0.00, 0.00, 0.00, 0.00, 0.00, 0.00, 0.00, 0.00, 0.00, 0.00, 0.00, 0.00, 0.00, 0.00, 0.00, 0.00, 0.00, 0.00, 0.00, 0.00, 0.00, 0.00, 0.00, 0.00, 0.00, 0.00, 0.00, 0.00, 0.00, 0.00, 0.00, 0.00, 0.00, 0.00, 0.00]
}

=====

(2)
{
  "formula": "C2H16NO5S",
  "method": "ωB97M-V/def2-TZVPD",
  "charge": -1,
  "de_lowest_kcal_mol": 29.99,
  "orbital_gap_ev": 6.91,
  "lumo_energy_ev": 3.4,
  "e_tot_ev": -24896.46271,
  "homo_ha": -0.130,
  "molar_mass_g_mol": 166.219,
  "symbols": ["C", "C", "S", "N", "H", "H", "H", "H", "H", "H", "H", "H", "O", "H", "H", "O", "H", "H", "O", "H", "H", "O", "H", "H", "O"],
  "coordinates": [[-1.791, -0.099, 1.811], [-0.729, 0.272, 2.695], [0.734, -0.110, 1.821], [-1.938, 1.093, 0.780], [-2.805, 0.048, 2.309], [-1.868, -1.042, 1.345], [-0.937, -0.136, 3.732], [-0.723, 1.339, 3.043], [-1.571, 0.780, -0.132], [-1.453, 1.935, 0.954], [0.999, -2.951, 1.055], [-0.267, -2.043, 0.829], [0.163, -2.789, 0.499], [-0.523, -1.331, -2.211], [0.141, -0.054, -2.829], [-0.711, -0.461, -2.645], [2.580, 0.603, -0.228], [2.564, 1.882, -0.953], [3.043, 1.127, -0.881], [-0.058, 2.980, -2.037], [0.588, 1.676, -2.376], [0.608, 2.628, -2.572], [1.871, -1.297, -1.212], [0.727, -2.103, -1.034], [1.355, -1.946, -1.764]],
  "mulliken_charge": [-0.63, -0.52, -0.54, -0.71, 0.20, 0.34, 0.22, 0.26, 0.30, 0.26, 0.41, 0.19, -0.71, 0.34, 0.32, -0.65, 0.28, 0.32, -0.66, 0.31, 0.28, -0.61, 0.32, 0.41, -0.73]
}

=====

(3)
{
  "formula": "C13H14AsN5O7STi",
  "method": "ωB97M-V/def2-TZVPD",
  "charge": 2,
  "de_lowest_kcal_mol": 0.00,
  "orbital_gap_ev": 7.74,
  "lumo_energy_ev": -8.6,
  "e_tot_ev": -130268.25757,
  "homo_ha": -0.600,
  "molar_mass_g_mol": 507.139,
  "symbols": ["Ti", "N", "C", "N", "C", "N", "C", "C", "N", "C", "C", "N", "H", "H", "H", "H", "H", "O", "As", "O", "O", "C", "C", "C", "C", "C", "C", "S", "O", "O", "O", "H", "H", "H", "H", "H", "C", "O", "H", "H", "H", "H"],
  "coordinates": [[0.459, -0.313, 0.443], [0.013, -0.429, 4.745], [0.616, 0.181, 3.730], [0.338, -0.497, 2.625], [-0.446, -1.535, 3.058], [-0.656, -1.522, 4.343], [-0.939, -2.479, 2.064], [-1.784, -3.546, 2.317], [-2.180, -4.351, 1.339], [-1.755, -4.103, 0.109], [-0.937, -3.015, -0.179], [-0.532, -2.208, 0.806], [0.015, -0.175, 5.725], [1.211, 1.076, 3.809], [-2.138, -3.748, 3.321], [-2.081, -4.772, -0.678], [-0.618, -2.783, -1.185], [1.416, 0.200, -3.872], [1.303, 0.782, -2.265], [2.738, 0.984, -1.522], [0.533, -0.531, -1.337], [-0.093, 2.096, -2.403], [-0.252, 2.639, -3.668], [-1.235, 3.598, -3.905], [-2.060, 4.020, -2.880], [-1.908, 3.489, -1.604], [-0.936, 2.533, -1.365], [-0.843, 1.965, 0.298], [0.633, 1.636, 0.528], [-1.419, 2.896, 1.185], [-1.371, 0.548, 0.401], [2.302, -0.115, -4.107], [0.384, 2.315, -4.480], [-1.339, 4.008, -4.900], [-2.821, 4.768, -3.055], [-2.534, 3.827, -0.789], [3.273, -1.593, 0.710], [2.459, -0.392, 0.601], [4.300, -1.291, 0.894], [3.211, -2.175, -0.209], [2.906, -2.172, 1.554], [2.767, 0.183, -0.202]],
  "mulliken_charge": [0.30, 0.13, -0.15, 0.18, 0.09, -0.61, 0.45, -0.37, -0.46, -0.40, -0.31, 0.24, 0.21, 0.55, 0.47, 0.40, 0.57, -0.55, 1.05, -0.71, -0.37, 0.09, -0.55, -0.66, -0.74, -0.64, 0.54, 1.75, -0.38, -0.56, -0.29, 0.38, 0.54, 0.43, 0.44, 0.52, -0.69, -0.19, 0.32, 0.31, 0.27, 0.42]
}

=====

(4)
{
  "formula": "C5H9NO",
  "method": "ωB97M-V/def2-TZVPD",
  "de_lowest_kcal_mol": 100.94,
  "orbital_gap_ev": 7.08,
  "lumo_energy_ev": 0.3,
  "e_tot_ev": -8864.83535,
  "homo_ha": -0.249,
  "molar_mass_g_mol": 99.133,
  "symbols": ["C", "C", "C", "N", "C", "C", "O", "H", "H", "H", "H", "H", "H", "H", "H", "H"],
  "coordinates": [[-1.208, -1.404, -0.871], [0.197, -0.992, -0.444], [0.684, 0.406, -0.866], [0.796, 0.863, 0.568], [-0.025, 2.100, 0.918], [0.341, -0.515, 0.995], [0.118, -0.925, 2.088], [-1.922, -0.591, -0.700], [-1.544, -2.279, -0.308], [-1.227, -1.655, -1.936], [0.915, -1.794, -0.648], [1.639, 0.456, -1.393], [-0.060, 1.047, -1.340], [1.759, 1.038, 0.854], [0.509, 2.545, 1.766], [-0.971, 1.702, 1.316]],
  "mulliken_charge": [-1.44, 0.58, -0.79, 0.17, -0.88, 0.13, -0.48, 0.36, 0.35, 0.36, 0.34, 0.26, 0.37, 0.33, 0.18, 0.16]
}

=====

(5)
{
  "formula": "C35H73BN3O12S3",
  "method": "ωB97M-V/def2-TZVPD",
  "charge": -1,
  "orbital_gap_ev": 7.31,
  "lumo_energy_ev": 2.3,
  "e_tot_ev": -99700.39248,
  "homo_ha": -0.186,
  "molar_mass_g_mol": 834.991,
  "symbols": ["C", "C", "C", "N", "B", "C", "C", "C", "C", "N", "C", "C", "O", "O", "C", "S", "C", "C", "C", "C", "C", "C", "C", "C", "C", "O", "C", "C", "N", "C", "S", "S", "C", "O", "O", "O", "H", "H", "H", "H", "H", "H", "H", "H", "H", "H", "H", "H", "H", "H", "H", "H", "H", "H", "H", "H", "H", "H", "H", "H", "H", "H", "H", "H", "H", "H", "H", "H", "H", "H", "H", "H", "H", "H", "H", "H", "H", "H", "H", "H", "H", "C", "O", "C", "C", "O", "C", "C", "O", "C", "H", "H", "H", "H", "H", "H", "H", "H", "H", "H", "H", "H", "H", "H", "C", "O", "C", "C", "O", "C", "C", "O", "C", "H", "H", "H", "H", "H", "H", "H", "H", "H", "H", "H", "H", "H", "H"],
  "coordinates": [[1.440, 5.596, 1.711], [1.134, 4.103, 1.820], [1.703, 3.341, 0.626], [1.481, 1.907, 0.800], [1.668, 1.096, -0.475], [3.117, 1.231, -1.254], [4.027, -0.022, -1.261], [4.463, -0.499, -2.648], [5.005, 0.603, -3.547], [5.584, -0.012, -4.778], [5.039, 0.397, -5.992], [5.200, 1.873, -6.304], [4.514, -0.375, -6.791], [1.192, -0.299, -0.129], [0.276, -0.755, -0.986], [1.301, -2.082, -1.991], [-0.851, -1.627, -0.436], [-1.683, -0.990, 0.700], [-3.200, -1.203, 0.519], [-4.068, -0.012, 0.961], [-5.389, -0.013, 0.201], [-6.310, 1.152, 0.564], [-5.832, 2.467, -0.071], [-6.772, 3.634, 0.287], [-7.485, 4.267, -0.929], [-7.157, 5.633, -1.096], [-5.810, 5.808, -1.497], [-0.064, 0.491, -2.051], [0.307, 0.099, -3.425], [0.688, 0.957, -4.221], [1.157, 2.075, -5.209], [-1.776, 1.177, -2.095], [-2.857, 0.044, -2.951], [-2.278, 1.497, -0.783], [-1.716, 2.347, -2.947], [0.609, 1.493, -1.496], [0.989, 6.174, 2.517], [1.026, 5.969, 0.774], [2.517, 5.760, 1.701], [0.052, 3.968, 1.817], [1.533, 3.681, 2.741], [2.775, 3.602, 0.611], [1.275, 3.723, -0.300], [2.187, 1.609, 1.466], [2.914, 1.552, -2.274], [3.692, 2.046, -0.809], [4.948, 0.232, -0.727], [3.596, -0.871, -0.732], [3.678, -1.023, -3.193], [5.276, -1.221, -2.501], [5.737, 1.232, -3.045], [4.158, 1.202, -3.870], [5.506, -1.022, -4.743], [4.718, 2.468, -5.531], [6.268, 2.079, -6.328], [4.735, 2.113, -7.252], [0.381, -2.969, -2.409], [-0.367, -2.511, -0.032], [-1.446, -1.984, -1.276], [-1.416, -1.539, 1.602], [-1.420, 0.048, 0.878], [-3.501, -2.054, 1.134], [-3.463, -1.471, -0.506], [-3.551, 0.935, 0.856], [-4.316, -0.168, 2.014], [-5.911, -0.964, 0.332], [-5.185, 0.072, -0.870], [-7.286, 0.945, 0.110], [-6.473, 1.259, 1.636], [-4.824, 2.644, 0.301], [-5.800, 2.329, -1.149], [-7.557, 3.267, 0.948], [-6.251, 4.401, 0.853], [-8.563, 4.206, -0.794], [-7.247, 3.708, -1.839], [-5.159, 6.004, -0.642], [-5.415, 4.916, -1.986], [-5.759, 6.649, -2.181], [-3.864, 0.396, -2.751], [-2.681, -0.990, -2.672], [-2.655, 0.147, -4.013], [6.884, -0.100, 2.938], [6.789, 1.125, 3.633], [6.476, 2.224, 2.791], [5.532, 3.196, 3.463], [4.197, 2.736, 3.575], [3.907, 1.708, 4.509], [4.026, 2.119, 5.960], [5.383, 2.199, 6.372], [5.610, 3.183, 7.351], [7.788, -0.133, 2.319], [6.934, -0.895, 3.680], [6.004, -0.268, 2.308], [6.026, 1.879, 1.854], [7.413, 2.748, 2.557], [5.471, 4.078, 2.821], [5.921, 3.532, 4.427], [4.488, 0.808, 4.302], [2.858, 1.462, 4.328], [3.526, 1.365, 6.583], [3.524, 3.083, 6.101], [5.195, 4.151, 7.045], [6.687, 3.292, 7.467], [5.177, 2.890, 8.316], [-0.118, -6.619, -0.801], [-1.296, -6.542, -0.027], [-1.991, -5.315, -0.192], [-3.489, -5.519, -0.192], [-4.008, -6.119, -1.372], [-3.762, -7.497, -1.592], [-4.491, -8.431, -0.650], [-3.880, -8.459, 0.628], [-4.792, -8.671, 1.680], [0.660, -5.957, -0.405], [0.237, -7.649, -0.758], [-0.314, -6.364, -1.849], [-1.695, -4.820, -1.123], [-1.721, -4.663, 0.649], [-3.947, -4.527, -0.156], [-3.817, -6.052, 0.702], [-2.692, -7.712, -1.613], [-4.149, -7.689, -2.597], [-4.460, -9.448, -1.065], [-5.538, -8.114, -0.570], [-5.634, -7.972, 1.622], [-4.263, -8.497, 2.615], [-5.171, -9.701, 1.673]],
  "mulliken_charge": [-1.41, 0.08, -0.72, -0.19, 0.61, -0.26, -0.53, -1.00, 0.04, -0.28, 0.61, -0.94, -0.65, -0.61, 0.78, -0.38, -1.29, -1.29, -1.00, -0.40, -0.38, -1.09, 0.27, -0.87, -0.66, -0.45, -0.63, 0.27, -0.48, 0.50, -0.42, 1.60, -1.20, -0.58, -0.75, -0.51, 0.41, 0.35, 0.28, 0.22, 0.03, 0.17, 0.30, -0.08, -0.13, 0.29, 0.41, 0.33, 0.30, 0.36, 0.19, 0.10, 0.28, 0.32, 0.30, 0.29, 0.06, 0.43, 0.40, 0.66, 0.55, 0.54, 0.45, 0.22, 0.40, 0.41, 0.01, 0.34, 0.42, 0.04, 0.11, 0.39, 0.48, 0.32, 0.47, 0.24, 0.27, 0.27, 0.30, 0.29, 0.43, -0.65, -0.31, -0.24, -0.47, -0.24, -0.38, -0.74, -0.26, -0.78, 0.32, 0.24, 0.24, 0.06, 0.39, 0.42, 0.13, 0.21, 0.41, 0.40, 0.36, 0.35, 0.23, 0.31, -0.75, -0.36, -0.30, -0.26, -0.49, -0.36, -0.54, -0.27, -0.79, 0.32, 0.25, 0.33, 0.25, 0.33, 0.33, 0.13, 0.11, 0.41, 0.41, 0.34, 0.35, 0.23, 0.32]
}

=====

(6)
{
  "formula": "C9H8N2O3",
  "method": "ωB97M-V/def2-TZVPD",
  "smiles": "O=C1CC(n2cccc2)=CO1.N=C=O",
  "de_lowest_kcal_mol": 0.00,
  "orbital_gap_ev": 9.23,
  "lumo_energy_ev": 0.5,
  "e_tot_ev": -18583.84405,
  "homo_ha": -0.323,
  "molar_mass_g_mol": 192.174,
  "symbols": ["O", "C", "C", "C", "N", "C", "C", "C", "C", "C", "O", "H", "H", "H", "H", "H", "H", "H", "N", "C", "O", "H"],
  "coordinates": [[-4.071, 0.894, -0.595], [-3.027, 0.735, 0.013], [-1.622, 0.975, -0.647], [-0.737, 0.472, 0.455], [0.617, 0.274, 0.291], [1.673, -0.179, 1.072], [2.837, -0.124, 0.358], [2.477, 0.345, -0.969], [1.134, 0.603, -0.923], [-1.481, 0.133, 1.495], [-2.857, 0.314, 1.244], [-1.563, 0.466, -1.644], [-1.363, 2.119, -0.834], [1.463, -0.465, 2.009], [3.754, -0.679, 0.641], [3.163, 0.579, -1.720], [0.480, 0.972, -1.693], [-1.263, -0.294, 2.438], [-2.515, -1.987, -1.211], [-1.850, -2.263, -0.265], [-1.121, -2.706, 0.526], [-3.303, -1.344, -1.203]],
  "mulliken_charge": [-0.56, -0.15, -0.54, 0.92, 0.28, -0.29, -0.63, -0.66, -0.41, -0.66, -0.31, 0.41, 0.47, 0.45, 0.33, 0.47, 0.34, 0.45, -0.53, 0.72, -0.42, 0.33]
}